Entry 1:
{
  "formula": "C26H15AsF6N4O4S5W",
  "method": "ωB97M-V/def2-TZVPD",
  "charge": 1,
  "e_homo_ha": [-0.381, -0.401],
  "lumo_ev": [-4.9, -5.1],
  "homo_lumo_gap_ev": [5.50, 5.80],
  "e_above_lowest_kj_mol": 0.0,
  "spin_multiplicity": 2,
  "symbols": ["W", "O", "C", "O", "C", "C", "C", "C", "C", "N", "C", "O", "O", "H", "H", "H", "H", "H", "S", "C", "S", "C", "C", "S", "S", "S", "N", "C", "C", "C", "C", "C", "C", "C", "C", "C", "C", "C", "C", "N", "C", "C", "C", "C", "N", "H", "H", "H", "H", "H", "H", "H", "H", "H", "H", "F", "As", "F", "F", "F", "F", "F"],
  "xyz": [[-0.171, -0.028, 1.232], [-0.297, -3.746, -0.883], [-0.442, -2.741, -0.048], [-0.014, -1.555, -0.312], [-1.124, -2.931, 1.188], [-1.641, -4.133, 1.706], [-2.251, -4.113, 2.950], [-2.382, -2.921, 3.653], [-1.871, -1.738, 3.083], [-1.213, -1.745, 1.871], [-1.966, -0.395, 3.518], [-2.505, 0.043, 4.652], [-1.460, 0.485, 2.696], [0.279, -3.526, -1.633], [-1.529, -5.037, 1.136], [-2.631, -5.025, 3.376], [-2.872, -2.897, 4.612], [-2.800, -0.683, 5.222], [1.377, 5.798, 6.029], [1.066, 4.579, 4.983], [0.233, 4.811, 3.460], [0.309, 3.156, 2.928], [0.928, 2.268, 3.793], [1.198, 0.612, 3.451], [1.528, 2.919, 5.286], [-0.314, 2.747, 1.386], [0.468, 2.765, -8.621], [0.375, 2.477, -7.518], [0.269, 2.109, -6.153], [-0.073, 3.063, -5.194], [-0.174, 2.695, -3.867], [0.078, 1.380, -3.484], [0.435, 0.435, -4.441], [0.519, 0.791, -5.772], [0.000, 1.009, -2.051], [-1.285, 0.828, -1.509], [-2.502, 0.846, -2.217], [-3.511, 0.567, -1.305], [-2.897, 0.383, -0.074], [-1.547, 0.534, -0.164], [1.213, 0.885, -1.364], [2.518, 1.000, -1.897], [3.401, 0.880, -0.839], [2.629, 0.710, 0.307], [1.304, 0.691, 0.019], [-0.246, 4.085, -5.493], [-0.429, 3.427, -3.116], [0.637, -0.580, -4.135], [0.789, 0.061, -6.519], [-2.609, 1.014, -3.271], [-4.561, 0.503, -1.509], [-3.365, 0.169, 0.879], [2.763, 1.156, -2.929], [4.471, 0.906, -0.877], [2.980, 0.642, 1.330], [1.360, -1.413, 1.749], [2.853, -2.945, 1.795], [1.464, -3.904, 2.237], [2.344, -3.087, 0.123], [3.995, -4.186, 1.809], [3.921, -1.680, 1.304], [2.975, -2.421, 3.431]],
  "forces_ev_per_angstrom": [[0.968, -0.010, 1.385], [-0.255, 0.518, 0.788], [1.605, 2.060, -1.876], [-1.181, -2.633, 0.292], [-0.898, -0.672, 1.703], [0.708, 1.525, -0.703], [-0.254, 0.329, 0.689], [0.457, 0.152, -0.949], [0.019, -0.585, -0.805], [0.236, -0.277, 0.293], [0.606, 2.099, -0.703], [0.296, -0.125, -0.774], [-2.117, -1.736, 2.598], [0.033, 0.223, 0.105], [-0.007, -0.187, -0.109], [-0.053, -0.121, 0.055], [-0.105, -0.035, 0.151], [0.026, 0.100, -0.128], [-0.168, -0.594, -0.509], [0.137, 0.595, 0.481], [0.137, -0.302, 0.166], [-0.499, 0.358, -1.058], [0.346, -1.017, 0.327], [-0.177, 0.379, -0.583], [-0.203, 0.164, -0.349], [0.256, -0.785, 0.660], [0.026, 0.128, -0.458], [0.029, 0.085, -0.308], [-0.058, -0.225, 0.796], [0.051, -0.081, -0.122], [0.015, -0.196, 0.087], [0.068, 0.052, -0.307], [-0.118, 0.068, 0.172], [0.023, 0.159, -0.105], [0.650, -0.142, 0.427], [-0.010, 0.212, 0.000], [0.416, -0.067, 0.376], [0.102, -0.007, 0.127], [0.254, -0.028, 0.155], [-0.846, 0.174, -0.706], [-0.913, 0.163, -0.394], [0.070, 0.032, 0.389], [-0.265, 0.061, -0.336], [-0.533, 0.141, 0.350], [1.409, -0.169, -0.510], [-0.034, 0.058, -0.037], [-0.054, 0.099, 0.062], [0.035, -0.121, 0.011], [0.011, -0.046, -0.061], [0.015, 0.086, -0.166], [-0.197, 0.004, 0.027], [0.088, 0.017, -0.103], [-0.008, 0.069, -0.184], [0.209, 0.036, 0.022], [-0.130, -0.154, -0.205], [0.220, -0.128, -0.105], [-0.829, 0.939, -0.171], [0.692, 0.270, -0.251], [0.376, -0.168, 0.855], [-0.315, 0.195, 0.001], [-0.397, -0.590, 0.265], [0.040, -0.348, -0.743]]
}

---

Entry 2:
{
  "formula": "C31H49N4NiO6SSi",
  "method": "ωB97M-V/def2-TZVPD",
  "charge": -1,
  "e_homo_ha": [-0.159, -0.158],
  "lumo_ev": [2.6, 2.6],
  "homo_lumo_gap_ev": [6.96, 6.93],
  "spin_multiplicity": 3,
  "symbols": ["Ni", "O", "C", "C", "C", "C", "C", "C", "C", "N", "N", "C", "O", "C", "C", "C", "C", "C", "C", "H", "H", "H", "H", "H", "H", "H", "H", "H", "H", "C", "C", "C", "C", "O", "Si", "S", "O", "C", "C", "C", "C", "O", "C", "C", "C", "C", "H", "H", "H", "H", "H", "H", "H", "H", "H", "H", "H", "H", "H", "H", "H", "H", "H", "H", "H", "H", "H", "H", "H", "H", "H", "H", "H", "C", "N", "C", "C", "O", "N", "C", "C", "H", "H", "H", "H", "H", "H", "H", "H", "H", "H", "H", "H"],
  "xyz": [[12.659, 14.242, 10.361], [11.160, 15.501, 9.914], [9.960, 15.153, 9.676], [9.025, 16.190, 9.394], [7.710, 15.928, 9.142], [7.173, 14.582, 9.184], [8.066, 13.564, 9.475], [9.446, 13.812, 9.692], [10.235, 12.648, 9.853], [11.492, 12.631, 9.967], [12.073, 11.419, 10.067], [13.314, 11.512, 10.445], [13.919, 12.606, 10.674], [14.118, 10.228, 10.651], [13.522, 8.949, 10.607], [14.308, 7.810, 10.853], [15.626, 7.904, 11.260], [16.183, 9.175, 11.369], [15.438, 10.305, 11.083], [9.482, 17.209, 9.362], [7.045, 16.739, 8.886], [6.144, 14.401, 8.924], [7.699, 12.547, 9.397], [9.741, 11.677, 9.855], [12.493, 8.824, 10.305], [13.870, 6.857, 10.603], [16.213, 7.007, 11.452], [17.235, 9.248, 11.673], [15.857, 11.307, 11.183], [12.500, 11.831, 14.291], [11.436, 12.908, 14.146], [11.050, 13.553, 15.487], [10.235, 12.336, 13.448], [11.935, 13.940, 13.189], [13.054, 15.129, 13.425], [13.761, 15.863, 11.615], [12.470, 16.374, 14.383], [11.575, 17.425, 14.084], [10.856, 17.727, 15.416], [10.656, 17.136, 12.947], [12.446, 18.671, 13.776], [14.183, 14.506, 14.463], [15.220, 15.085, 15.218], [16.326, 14.079, 15.272], [15.707, 16.401, 14.596], [14.723, 15.428, 16.644], [12.214, 11.151, 15.090], [13.482, 12.277, 14.426], [12.640, 11.281, 13.362], [10.625, 12.717, 16.048], [10.227, 14.277, 15.404], [11.918, 14.047, 15.961], [9.813, 11.584, 14.133], [10.580, 11.779, 12.582], [9.533, 13.090, 13.132], [10.258, 16.868, 15.722], [10.224, 18.638, 15.290], [11.645, 17.909, 16.165], [9.941, 16.320, 13.210], [11.084, 16.846, 11.983], [10.092, 18.033, 12.754], [13.078, 18.923, 14.654], [11.714, 19.430, 13.506], [13.063, 18.435, 12.937], [16.748, 13.910, 14.251], [15.921, 13.090, 15.621], [17.147, 14.429, 15.890], [15.760, 16.328, 13.465], [16.682, 16.648, 15.022], [15.052, 17.233, 14.872], [14.387, 14.513, 17.194], [13.921, 16.143, 16.638], [15.553, 15.903, 17.255], [16.200, 12.482, 7.237], [15.318, 13.173, 8.104], [15.915, 14.273, 8.827], [13.980, 13.302, 7.861], [13.329, 14.248, 8.270], [13.436, 12.268, 7.127], [13.809, 10.916, 7.466], [12.024, 12.428, 6.734], [17.052, 13.157, 6.955], [15.661, 12.186, 6.310], [16.622, 11.593, 7.672], [16.881, 13.899, 9.133], [15.356, 14.567, 9.712], [16.064, 15.184, 8.184], [14.460, 10.913, 8.358], [14.346, 10.420, 6.677], [12.942, 10.342, 7.758], [11.760, 13.518, 6.833], [11.401, 11.968, 7.522], [11.816, 12.007, 5.747]],
  "forces_ev_per_angstrom": [[-0.290, -0.324, -0.221], [0.616, -0.388, 0.099], [-0.500, -0.235, 0.183], [0.374, 0.703, -0.134], [-0.752, -1.207, 0.010], [1.466, 1.134, 0.138], [-0.378, 1.038, -0.681], [-1.055, 0.374, -0.149], [-0.546, -0.466, -0.053], [0.874, 1.310, 0.367], [0.096, -2.025, 0.044], [0.814, -0.067, 0.356], [0.320, 0.288, 0.181], [-1.202, -0.559, 0.817], [1.068, 0.159, -0.353], [-0.722, 0.461, -0.477], [0.010, 0.292, -0.211], [0.674, -0.438, 0.277], [0.131, 0.784, -0.210], [-0.683, -0.881, 0.011], [-0.114, 0.146, 0.011], [-0.151, -0.077, 0.079], [0.193, -0.162, 0.274], [-0.182, -0.066, -0.044], [-0.091, 0.178, -0.019], [-0.095, -0.309, 0.381], [-0.080, 0.213, -0.045], [-0.485, 0.192, -0.067], [-0.002, -0.271, -0.023], [0.330, 0.283, -0.299], [0.529, 1.645, -1.058], [0.056, -0.204, -0.388], [0.202, -1.016, 0.354], [-0.015, -0.504, 0.569], [0.192, 0.743, 0.394], [0.150, -0.126, 0.199], [0.071, -1.062, -0.119], [1.497, 0.815, 0.928], [-0.052, 0.388, -0.611], [-1.384, -0.972, -0.304], [-0.840, -0.604, 0.592], [-0.432, -0.459, -0.142], [-0.488, 1.313, 0.381], [0.416, -1.421, -0.783], [0.156, 0.095, -0.951], [1.052, -0.743, 0.990], [0.228, -0.149, 0.114], [-0.021, 0.101, 0.671], [-0.448, -0.176, -0.138], [0.346, 0.149, 0.574], [0.336, -0.014, -0.339], [-0.460, -0.449, -0.016], [-0.399, 0.272, -0.219], [-0.036, 0.059, -0.294], [-0.368, 0.225, 0.112], [-0.127, 0.069, 0.063], [0.320, -0.667, 0.286], [-0.440, -0.017, -0.160], [0.383, 0.538, -0.085], [0.514, 0.043, 0.324], [-0.542, 0.363, -0.077], [-0.495, 0.060, -0.533], [0.431, 0.606, 0.112], [0.515, -0.002, -0.649], [-0.415, 0.127, 0.631], [0.487, 0.882, -0.115], [0.039, -0.105, 0.310], [0.070, 0.082, 1.370], [0.162, -0.044, -0.184], [-0.120, -0.205, -0.262], [0.236, 0.606, -0.453], [-0.527, 0.240, -0.286], [-0.709, -0.603, -0.707], [0.600, 0.216, -1.866], [-0.930, 1.258, 0.413], [0.456, 0.647, -0.061], [0.824, -1.453, -0.381], [-0.440, 1.078, 0.346], [-1.074, 0.446, -0.354], [0.745, -0.175, 0.860], [-0.192, 1.120, 1.312], [-0.717, -0.539, 0.126], [0.515, 0.227, 0.539], [0.215, -0.487, 0.335], [0.411, 0.203, 0.308], [-0.098, -0.164, -0.079], [-0.170, -0.738, 0.382], [-0.202, 0.009, -0.584], [0.159, -0.348, -0.556], [-0.369, -0.129, -0.064], [0.338, -1.074, -0.599], [0.081, -0.185, -0.582], [0.138, 0.131, 0.163]]
}

---

Entry 3:
{
  "formula": "C5H15N2S",
  "method": "ωB97M-V/def2-TZVPD",
  "charge": 1,
  "e_homo_ha": -0.409,
  "lumo_ev": -3.9,
  "homo_lumo_gap_ev": 7.28,
  "e_above_lowest_kj_mol": 66.4,
  "symbols": ["C", "N", "C", "N", "H", "H", "H", "H", "H", "H", "H", "C", "C", "C", "S", "H", "H", "H", "H", "H", "H", "H", "H"],
  "xyz": [[2.925, 1.586, -2.544], [3.148, 0.628, -1.422], [2.672, -0.585, -1.438], [2.917, -1.504, -0.498], [3.832, 2.190, -2.671], [2.119, 2.289, -2.206], [2.658, 1.060, -3.485], [3.509, 0.983, -0.577], [2.081, -0.890, -2.279], [3.625, -1.386, 0.161], [2.515, -2.400, -0.631], [0.067, 0.373, 0.809], [-1.239, -0.320, 1.227], [-2.475, 0.542, 1.040], [-3.951, -0.481, 1.437], [0.951, -0.313, 0.850], [0.241, 1.305, 1.391], [0.008, 0.695, -0.252], [-1.335, -1.244, 0.627], [-1.242, -0.581, 2.316], [-2.511, 0.784, -0.023], [-2.448, 1.436, 1.685], [-4.947, 0.311, 0.976]],
  "forces_ev_per_angstrom": [[-0.603, 0.674, 0.722], [-1.006, -0.521, -1.770], [0.916, -0.510, 1.046], [-1.242, 1.237, -2.220], [-0.187, -0.400, -0.116], [0.560, -0.653, -0.618], [0.203, 0.312, 0.804], [0.758, 0.489, 0.990], [-0.265, -0.089, -0.327], [1.107, 0.184, 1.359], [-0.208, -0.769, 0.110], [0.246, 0.367, -0.288], [0.209, -0.486, 0.896], [-0.318, 0.014, -0.495], [0.059, 0.086, 0.010], [-0.745, 0.577, 0.410], [0.103, -0.700, -0.210], [-0.158, -0.116, 0.366], [-0.139, 0.279, 0.434], [0.457, -0.146, -0.863], [-0.238, 0.473, 0.126], [0.026, -0.297, -0.434], [0.466, -0.006, 0.068]]
}

---

Entry 4:
{
  "formula": "CH2FNO",
  "method": "ωB97M-V/def2-TZVPD",
  "e_homo_ha": [-0.340, -0.340],
  "lumo_ev": [-1.2, -1.2],
  "homo_lumo_gap_ev": [8.09, 8.09],
  "e_above_lowest_kj_mol": 734.7,
  "symbols": ["C", "N", "O", "F", "H", "H"],
  "xyz": [[-0.918, -0.568, -0.238], [1.148, 0.041, -0.040], [2.375, 0.207, -0.151], [-1.368, 0.701, -0.155], [-1.159, -1.025, 0.646], [0.632, 0.888, -0.114]],
  "forces_ev_per_angstrom": [[0.271, 1.088, -4.191], [3.567, -1.098, 1.002], [-3.656, -0.605, -0.059], [0.268, -0.647, 0.564], [-0.392, -0.997, 3.196], [-0.057, 2.260, -0.511]]
}